{
  "formula": "C26H65N9O7",
  "method": "ωB97M-V/def2-TZVPD",
  "species": ["C", "C", "N", "C", "C", "C", "C", "H", "H", "H", "H", "H", "H", "H", "H", "H", "H", "H", "H", "H", "H", "H", "C", "C", "N", "C", "C", "C", "C", "H", "H", "H", "H", "H", "H", "H", "H", "H", "H", "H", "H", "H", "H", "H", "C", "C", "N", "O", "H", "H", "H", "H", "H", "C", "C", "N", "O", "H", "H", "H", "H", "H", "C", "C", "N", "O", "H", "H", "H", "H", "H", "C", "C", "N", "O", "H", "H", "H", "H", "H", "C", "C", "N", "O", "H", "H", "H", "H", "H", "C", "C", "N", "O", "H", "H", "H", "H", "H", "C", "C", "N", "O", "H", "H", "H", "H", "H"],
  "positions_angstrom": [[21.552392, -9.441739, 7.254697], [20.090438, -10.052106, 7.314431], [18.956739, -9.135751, 6.945221], [19.107929, -8.628714, 5.553898], [17.730401, -8.210056, 5.079175], [18.664327, -8.075986, 8.005508], [18.195521, -8.821949, 9.241408], [21.594910, -8.494204, 7.791795], [21.883172, -9.072946, 6.283782], [22.302143, -10.124567, 7.654326], [20.067322, -10.918870, 6.653909], [19.840683, -10.514628, 8.269317], [19.837994, -7.831982, 5.696344], [19.363584, -9.452875, 4.887935], [17.539481, -7.257818, 5.574061], [17.730503, -7.998819, 4.009846], [16.957948, -8.932039, 5.344038], [17.937949, -7.350142, 7.639957], [19.590796, -7.535954, 8.200780], [19.068336, -8.875189, 9.892156], [17.892501, -9.834632, 8.975419], [17.383160, -8.464815, 9.874349], [21.488843, -11.938277, 14.780777], [22.756769, -11.751257, 15.615291], [23.690153, -10.948265, 14.868556], [24.082368, -11.347171, 13.477096], [25.578130, -11.246144, 13.145201], [23.317349, -9.573832, 15.123127], [23.956628, -9.174839, 16.398089], [20.657696, -12.080414, 15.471490], [21.636655, -12.826118, 14.165955], [21.046966, -11.027615, 14.376396], [22.563039, -11.455040, 16.646220], [23.221837, -12.729638, 15.736036], [23.883456, -12.397139, 13.262356], [23.426182, -10.808806, 12.793218], [26.045264, -11.330400, 12.163989], [25.915284, -10.271222, 13.497273], [26.095090, -11.893137, 13.853898], [22.242526, -9.403758, 15.185824], [23.761764, -9.010639, 14.302521], [23.641304, -8.144656, 16.563579], [25.042565, -9.108785, 16.331218], [23.641093, -9.890974, 17.156839], [25.158619, -0.983800, 19.497052], [24.517508, -1.936261, 20.514115], [24.427382, -3.204234, 20.221796], [24.031866, -1.549643, 21.542042], [24.374384, -0.932744, 18.741758], [26.024895, -1.310486, 18.921767], [25.373250, 0.061226, 19.720553], [23.851603, -3.703390, 20.884688], [24.494410, -3.587694, 19.289835], [21.505151, -4.057936, 15.359878], [22.886087, -3.417691, 15.071189], [22.823237, -2.150692, 14.693034], [23.938625, -4.013414, 15.260424], [21.519194, -5.136301, 15.201648], [20.725472, -3.664381, 14.707713], [21.121829, -3.737649, 16.328678], [23.719548, -1.734492, 14.484441], [21.985562, -1.700938, 14.352260], [30.181417, -12.310088, 17.937413], [29.525680, -13.425870, 17.172425], [28.714160, -14.195645, 17.957832], [29.801422, -13.835147, 16.062354], [30.794208, -11.662255, 17.310591], [30.813472, -12.751653, 18.707889], [29.541381, -11.625755, 18.494322], [28.233307, -14.928501, 17.456018], [28.553285, -13.865327, 18.898640], [23.403662, -11.523616, 22.465835], [23.038324, -11.857869, 23.919058], [22.697699, -13.065150, 24.201175], [23.363720, -11.044978, 24.805204], [23.118300, -12.392816, 21.873247], [24.482633, -11.416400, 22.354348], [22.796435, -10.644024, 22.252102], [22.475258, -13.426994, 25.117518], [22.582155, -13.687927, 23.414476], [24.583281, -18.751557, 14.175954], [25.514750, -17.663448, 14.616624], [26.083367, -16.860030, 13.715527], [25.671301, -17.372850, 15.743947], [24.841895, -19.650271, 14.735909], [24.957211, -18.985365, 13.179150], [23.498956, -18.645395, 14.208605], [26.282082, -15.897694, 13.949045], [26.107953, -17.058454, 12.725512], [17.523252, -12.027157, 18.897592], [16.641358, -12.724499, 17.861687], [15.616940, -11.981662, 17.424021], [16.816946, -13.889725, 17.589683], [17.216689, -10.998284, 19.086124], [18.578415, -12.122134, 18.641246], [17.336404, -12.495884, 19.863753], [15.064071, -12.381102, 16.679121], [15.547456, -11.065954, 17.844433], [20.489635, -16.825433, 19.022541], [21.680896, -16.663156, 19.968444], [22.941901, -16.881058, 19.604304], [21.481104, -16.359523, 21.131626], [20.494016, -16.170026, 18.151612], [19.543662, -16.763704, 19.560522], [20.557508, -17.853441, 18.666616], [23.714189, -16.876308, 20.255188], [23.089217, -16.947743, 18.607333]],
  "atomic_forces_ev_per_a": [[-1.1, 0.5, 0.3], [0.1, 0.8, -0.6], [0.4, -0.7, 0.4], [-1.1, -0.7, 1.8], [0.4, 1.4, 0.0], [0.3, -1.3, -1.4], [0.5, -0.4, 0.8], [0.0, -0.2, 0.7], [-0.3, -0.7, -0.5], [-0.1, 0.0, 0.0], [-0.1, 0.2, -0.4], [0.4, 0.4, 0.3], [0.2, 0.3, -1.4], [0.9, 0.0, 0.3], [-0.6, 0.0, -0.1], [-0.1, -0.1, -0.1], [0.2, 0.0, 0.0], [0.0, -0.3, -0.2], [0.1, 0.3, 0.2], [-0.1, -0.4, 0.3], [0.1, 0.0, -0.1], [0.0, 0.7, -0.4], [-1.1, -0.2, 1.9], [0.1, -1.8, -1.6], [1.1, -0.1, 0.1], [-0.9, -0.4, -0.1], [0.6, 1.5, 2.0], [1.7, -0.3, -1.5], [0.2, 1.2, 0.4], [-0.2, -1.1, 0.2], [-0.6, 0.6, -0.5], [0.9, 0.0, -1.1], [0.2, 0.7, -0.3], [-0.1, -0.3, 0.1], [-0.7, -0.2, 0.6], [0.2, 0.2, -0.4], [-1.0, -0.4, -0.3], [0.1, 0.4, -0.1], [0.1, -0.4, -0.2], [-0.3, 0.0, -0.3], [-0.4, 0.5, -0.1], [-0.2, 0.0, 0.8], [0.0, -0.5, -0.1], [0.2, 0.5, 0.4], [-0.4, -0.2, -1.2], [1.1, 3.0, -0.1], [-0.2, -3.2, -1.2], [-0.4, 1.1, 1.5], [-0.2, 0.2, -0.3], [0.1, -0.7, 0.4], [-0.3, -0.3, 1.0], [0.1, -0.2, -0.2], [0.2, 0.2, 0.1], [0.1, 0.5, -0.6], [-0.8, -2.3, 1.0], [0.5, 1.7, -0.7], [-0.5, 0.4, -0.1], [0.2, 0.1, 0.5], [0.1, 0.1, -0.4], [0.5, -0.4, 0.3], [-0.2, 0.2, -0.1], [0.2, -0.2, 0.2], [0.6, 1.0, 0.0], [0.2, -1.5, 0.6], [0.1, 0.9, -0.1], [0.1, 1.0, -0.4], [0.0, -0.3, -0.2], [0.2, -0.2, -0.1], [-0.6, -0.3, -0.2], [-0.2, -0.1, 0.7], [-0.6, -0.6, -0.3], [-1.2, -1.1, 0.7], [3.9, 4.3, 1.2], [-1.6, -3.9, -0.6], [-1.1, -0.4, -0.9], [-0.2, 0.3, -0.6], [-0.2, 0.5, 0.3], [0.5, 0.0, -0.5], [0.2, 0.5, -0.1], [-0.2, -0.2, 0.4], [1.6, -1.5, -1.0], [-1.8, 0.4, -1.2], [0.6, 0.8, -2.9], [0.2, 0.3, 4.7], [-0.2, 0.1, 0.3], [-0.8, -0.2, -0.5], [0.3, 0.7, 0.0], [0.3, -0.4, 0.4], [-0.3, 0.0, 0.2], [-0.5, 0.0, 0.3], [0.9, -0.3, 1.6], [0.0, 0.3, -0.2], [0.1, -0.3, -0.7], [0.4, 0.2, -0.4], [-0.2, 0.1, 0.0], [0.2, -0.4, -0.1], [-0.3, 0.5, 0.3], [-0.6, -0.1, -0.8], [0.8, -0.8, -0.2], [-1.3, 0.9, 1.9], [0.5, -0.5, -2.5], [-0.6, 0.1, 0.7], [0.1, 0.1, 0.1], [0.4, 0.4, 0.1], [-0.1, -0.1, -0.3], [-0.4, 0.2, -0.1], [0.7, -0.2, 0.2]],
  "lowdin_charge": [-0.08, -0.22, -0.20, -0.26, -0.10, -0.22, -0.10, 0.05, 0.06, 0.06, 0.10, 0.09, 0.11, 0.11, 0.05, 0.07, 0.08, 0.10, 0.09, 0.07, 0.07, 0.07, -0.09, -0.27, -0.20, -0.23, -0.09, -0.30, -0.09, 0.06, 0.07, 0.07, 0.10, 0.11, 0.10, 0.11, 0.07, 0.06, 0.07, 0.11, 0.12, 0.07, 0.08, 0.07, -0.01, -0.65, 0.16, 0.05, 0.07, 0.07, 0.08, 0.12, 0.11, -0.01, -0.61, 0.15, 0.02, 0.08, 0.06, 0.08, 0.12, 0.11, -0.02, -0.60, 0.14, 0.03, 0.08, 0.09, 0.08, 0.11, 0.10, 0.00, -0.62, 0.17, -0.01, 0.06, 0.09, 0.08, 0.13, 0.11, 0.00, -0.66, 0.15, 0.06, 0.08, 0.07, 0.09, 0.11, 0.10, -0.01, -0.63, 0.15, 0.04, 0.06, 0.08, 0.08, 0.12, 0.10, 0.00, -0.61, 0.15, 0.00, 0.08, 0.08, 0.08, 0.12, 0.10],
  "lumo_energy_ev": 0.133
}